(1)
Molecular formula: C18H10AlBr2F5I
Method: DFT, wB97M-V/def2-TZVPD

Each line ends with the natural charge from an NBO analysis.
Positions of all 37 atoms, in Å:
Al -0.235 1.460 -1.397  1.4427
Br -0.865 3.246 0.388  0.1767
C 0.034 2.190 1.713  -0.0482
C -0.078 2.590 3.006  -0.2185
C 0.628 1.867 3.994  -0.1976
C 1.415 0.814 3.636  -0.1681
C 1.529 0.407 2.281  0.0307
C 2.370 -0.671 1.907  -0.1659
C 2.493 -1.050 0.603  -0.2098
C 1.748 -0.385 -0.397  -0.1578
C 0.909 0.661 -0.092  -0.6624
C 0.808 1.088 1.269  -0.1061
H -0.680 3.445 3.278  0.2430
H 0.547 2.171 5.028  0.2384
H 1.976 0.270 4.386  0.2281
H 2.925 -1.184 2.683  0.2282
H 3.151 -1.864 0.331  0.2328
H 1.845 -0.722 -1.422  0.2251
Br -0.457 -1.691 -3.038  0.1479
C -1.300 -2.388 -1.502  -0.1227
C -1.010 -3.690 -1.125  -0.2142
C -1.636 -4.245 -0.018  -0.1671
C -2.550 -3.514 0.718  -0.1884
C -2.845 -2.204 0.361  -0.2125
C -2.215 -1.660 -0.746  -0.1993
I -2.739 0.299 -1.250  0.4028
H -0.302 -4.266 -1.706  0.2458
H -1.407 -5.264 0.265  0.2391
H -3.038 -3.953 1.577  0.2396
H -3.551 -1.621 0.934  0.2391
F 0.388 0.997 -3.258  -0.4159
C -0.301 2.344 -3.155  0.1584
F -1.351 2.265 -3.974  -0.2925
C 0.718 3.339 -3.714  0.9128
F 1.103 3.035 -4.947  -0.2865
F 1.799 3.333 -2.908  -0.3047
F 0.175 4.552 -3.709  -0.2930

Summary:
gap between HOMO and LUMO: 8.4 eV
charge: +1

(2)
Molecular formula: CHN3OS
Method: DFT, wB97M-V/def2-TZVPD

Each line ends with the natural charge from an NBO analysis.
Positions of all 7 atoms, in Å:
C -1.845 -0.348 -0.344  0.4032
N 0.887 1.026 1.485  -0.0888
N 1.307 0.480 0.584  0.2499
N 1.916 -0.031 -0.301  -0.5368
O -1.892 0.360 -1.236  -0.4535
S -1.740 -1.193 0.915  0.0496
H 1.368 -0.294 -1.103  0.3764

Summary:
gap between HOMO and LUMO: 10.8 eV
charge: 0

(3)
Molecular formula: FHO2S
Method: DFT, wB97M-V/def2-TZVPD

Each line ends with the natural charge from an NBO analysis.
Positions of all 5 atoms, in Å:
O 1.307 0.173 0.168  0.1126
O 0.281 -0.212 -0.461  -0.2443
F 1.380 1.637 0.424  -0.2193
S -1.262 -0.406 0.499  0.2078
H -1.706 -1.192 -0.630  0.1433

Summary:
gap between HOMO and LUMO: 9.4 eV
charge: 0

(4)
Molecular formula: C4H10N4
Method: DFT, wB97M-V/def2-TZVPD

Each line ends with the natural charge from an NBO analysis.
Positions of all 18 atoms, in Å:
C -0.837 -2.067 -1.192  -0.4305
C 1.426 1.276 -0.256  -0.7005
C -1.255 0.006 -0.163  0.5534
C 0.859 0.390 0.822  0.4936
N -1.945 1.209 -0.118  -0.8278
N 1.667 0.202 1.900  -0.8012
N -0.288 -0.151 0.816  -0.5737
N -1.588 -0.851 -1.037  -0.5370
H -2.015 1.623 0.799  0.3775
H -2.817 1.176 -0.624  0.3929
H 2.652 0.378 1.808  0.3867
H 1.381 -0.493 2.569  0.4012
H -0.178 -1.980 -2.061  0.1862
H -0.229 -2.319 -0.315  0.1781
H -1.545 -2.874 -1.385  0.1947
H 1.791 2.204 0.179  0.2297
H 0.662 1.498 -0.995  0.2481
H 2.258 0.772 -0.747  0.2287

Summary:
gap between HOMO and LUMO: 9.2 eV
charge: 0

| no. | energy (Ha) |
| --- | --- |
| 1 | -6879.221110 |
| 2 | -676.354722 |
| 3 | -648.867384 |
| 4 | -377.446810 |